Below is a cluster of 12 separate species, C56H168N24O12P8S4 in total at a distorted geometry, with properties calculated with the ωB97M-V functional and the def2-TZVPD basis.

Bonds (Å) are listed after each position.
Element x y z (Å)
1 O -4.268 2.495 2.433  P2 1.526
2 P -4.932 1.314 3.136  O1 1.526, N3 1.639, N6 1.694, N9 1.701
3 N -4.451 0.882 4.642  P2 1.639, C4 1.477, C5 1.442
4 C -3.207 0.102 4.799  N3 1.477, H12 1.118, H13 1.085, H14 1.107
5 C -4.840 1.692 5.769  N3 1.442, H15 1.093, H16 1.091, H17 1.090
6 N -4.555 -0.105 2.290  P2 1.694, C7 1.492, C8 1.454
7 C -4.666 0.093 0.815  N6 1.492, H18 1.073, H19 1.085, H20 1.080
8 C -4.889 -1.421 2.809  N6 1.454, H21 1.125, H22 1.081, H23 1.136
9 N -6.617 1.528 3.213  P2 1.701, C10 1.502, C11 1.478
10 C -7.452 0.829 4.248  N9 1.502, H24 1.075, H25 1.140, H26 1.101
11 C -7.199 2.737 2.592  N9 1.478, H27 1.089, H28 1.091, H29 1.094
12 H -2.477 0.699 5.400  C4 1.118
13 H -2.830 -0.063 3.794  C4 1.085
14 H -3.393 -0.868 5.297  C4 1.107
15 H -5.335 1.104 6.546  C5 1.093
16 H -5.476 2.517 5.442  C5 1.091
17 H -3.983 2.124 6.286  C5 1.090
18 H -4.323 1.090 0.614  C7 1.073
19 H -4.011 -0.642 0.360  C7 1.085
20 H -5.715 -0.056 0.606  C7 1.080
21 H -4.020 -2.135 2.842  C8 1.125
22 H -5.243 -1.379 3.829  C8 1.081
23 H -5.751 -1.870 2.221  C8 1.136
24 H -6.890 -0.010 4.615  C10 1.075
25 H -7.648 1.585 5.080  C10 1.140
26 H -8.410 0.493 3.823  C10 1.101
27 H -7.699 2.482 1.659  C11 1.089
28 H -6.365 3.379 2.307  C11 1.091
29 H -7.858 3.289 3.269  C11 1.094
30 O 4.658 5.499 -4.462  P31 1.515
31 P 4.041 4.496 -5.415  O30 1.515, N32 1.676, N35 1.666, N38 1.737
32 N 3.667 3.055 -4.646  P31 1.676, C33 1.428, C34 1.478
33 C 4.302 2.846 -3.384  N32 1.428, H41 1.087, H42 1.096, H43 1.084
34 C 3.223 1.905 -5.460  N32 1.478, H44 1.088, H45 1.076, H46 1.096
35 N 5.014 4.350 -6.758  P31 1.666, C36 1.434, C37 1.462
36 C 6.439 4.387 -6.594  N35 1.434, H47 1.084, H48 1.104, H49 1.109
37 C 4.538 4.012 -8.098  N35 1.462, H50 1.108, H51 1.107, H52 1.090
38 N 2.494 4.893 -6.100  P31 1.737, C39 1.438, C40 1.482
39 C 1.392 4.478 -5.277  N38 1.438, H53 1.087, H54 1.075, H55 1.104
40 C 2.525 6.216 -6.767  N38 1.482, H56 1.082, H57 1.090, H58 1.082
41 H 4.942 3.689 -3.134  C33 1.087
42 H 4.939 1.960 -3.483  C33 1.096
43 H 3.623 2.683 -2.554  C33 1.084
44 H 3.887 1.045 -5.414  C34 1.088
45 H 2.988 2.264 -6.447  C34 1.076
46 H 2.255 1.553 -5.085  C34 1.096
47 H 6.603 4.121 -5.556  C36 1.084
48 H 6.879 3.613 -7.247  C36 1.104
49 H 6.824 5.413 -6.763  C36 1.109
50 H 4.776 4.798 -8.842  C37 1.108
51 H 5.012 3.070 -8.434  C37 1.107
52 H 3.459 3.870 -8.057  C37 1.090
53 H 1.348 3.401 -5.411  C39 1.087
54 H 1.440 4.807 -4.254  C39 1.075
55 H 0.494 4.860 -5.793  C39 1.104
56 H 1.762 6.290 -7.530  C40 1.082
57 H 3.522 6.299 -7.200  C40 1.090
58 H 2.409 7.074 -6.118  C40 1.082
59 O 2.782 -4.402 -8.216  P60 1.502
60 P 2.052 -3.650 -7.141  O59 1.502, N61 1.717, N64 1.704, N67 1.697
61 N 3.056 -3.213 -5.818  P60 1.717, C62 1.466, C63 1.488
62 C 3.142 -1.820 -5.370  N61 1.466, H70 1.069, H71 1.106, H72 1.102
63 C 4.149 -4.171 -5.499  N61 1.488, H73 1.093, H74 1.103, H75 1.093
64 N 0.711 -4.413 -6.416  P60 1.704, C65 1.496, C66 1.443
65 C -0.262 -4.839 -7.470  N64 1.496, H76 1.087, H77 1.087, H78 1.084
66 C 0.078 -4.048 -5.172  N64 1.443, H79 1.089, H80 1.096, H81 1.107
67 N 1.378 -2.241 -7.804  P60 1.697, C68 1.416, C69 1.457
68 C 2.031 -1.663 -8.918  N67 1.416, H82 1.093, H83 1.063, H84 1.072
69 C 0.192 -1.534 -7.337  N67 1.457, H85 1.119, H86 1.074, H87 1.108
70 H 2.177 -1.373 -5.471  C62 1.069
71 H 3.870 -1.281 -6.005  C62 1.106
72 H 3.476 -1.786 -4.321  C62 1.102
73 H 5.170 -3.786 -5.578  C63 1.093
74 H 4.016 -5.033 -6.173  C63 1.103
75 H 3.933 -4.539 -4.492  C63 1.093
76 H -1.041 -4.103 -7.655  C65 1.087
77 H 0.314 -4.876 -8.391  C65 1.087
78 H -0.730 -5.807 -7.337  C65 1.084
79 H -0.627 -3.224 -5.270  C66 1.089
80 H -0.462 -4.862 -4.676  C66 1.096
81 H 0.885 -3.734 -4.482  C66 1.107
82 H 2.779 -2.346 -9.328  C68 1.093
83 H 1.264 -1.435 -9.618  C68 1.063
84 H 2.541 -0.721 -8.867  C68 1.072
85 H 0.403 -0.508 -6.944  C69 1.119
86 H -0.236 -2.136 -6.558  C69 1.074
87 H -0.518 -1.435 -8.182  C69 1.108
88 O 3.383 -7.811 2.666  P89 1.477
89 P 3.322 -6.537 3.412  O88 1.477, N90 1.677, N93 1.691, N96 1.695
90 N 4.824 -5.799 3.519  P89 1.677, C91 1.503, C92 1.417
91 C 5.286 -4.964 4.681  N90 1.503, H99 1.082, H100 1.085, H101 1.078
92 C 5.551 -5.691 2.308  N90 1.417, H102 1.079, H103 1.079, H104 1.100
93 N 2.848 -6.728 5.024  P89 1.691, C94 1.415, C95 1.491
94 C 1.753 -6.091 5.655  N93 1.415, H105 1.098, H106 1.113, H107 1.095
95 C 3.527 -7.874 5.694  N93 1.491, H108 1.127, H109 1.094, H110 1.090
96 N 2.269 -5.324 2.872  P89 1.695, C97 1.471, C98 1.451
97 C 1.082 -5.777 2.131  N96 1.471, H111 1.107, H112 1.120, H113 1.086
98 C 2.581 -3.910 2.774  N96 1.451, H114 1.096, H115 1.101, H116 1.096
99 H 4.569 -5.056 5.487  C91 1.082
100 H 5.406 -3.904 4.482  C91 1.085
101 H 6.219 -5.365 5.043  C91 1.078
102 H 5.026 -6.316 1.602  C92 1.079
103 H 6.583 -5.995 2.385  C92 1.079
104 H 5.480 -4.639 1.995  C92 1.100
105 H 2.099 -5.664 6.606  C94 1.098
106 H 1.322 -5.270 5.040  C94 1.113
107 H 0.956 -6.806 5.884  C94 1.095
108 H 4.173 -7.550 6.559  C95 1.127
109 H 2.737 -8.556 6.023  C95 1.094
110 H 4.198 -8.380 5.000  C95 1.090
111 H 0.325 -4.997 2.342  C97 1.107
112 H 1.108 -5.837 1.013  C97 1.120
113 H 0.719 -6.719 2.532  C97 1.086
114 H 1.786 -3.252 3.145  C98 1.096
115 H 2.831 -3.567 1.758  C98 1.101
116 H 3.490 -3.757 3.366  C98 1.096
117 O -4.126 -2.052 -5.673  P118 1.484
118 P -4.472 -1.444 -4.364  O117 1.484, N119 1.696, N122 1.619, N125 1.705
119 N -3.857 -2.464 -3.156  P118 1.696, C120 1.448, C121 1.425
120 C -4.591 -2.706 -1.931  N119 1.448, H128 1.106, H129 1.093, H130 1.101
121 C -2.705 -3.259 -3.423  N119 1.425, H131 1.115, H132 1.073, H133 1.076
122 N -6.061 -1.295 -4.090  P118 1.619, C123 1.481, C124 1.483
123 C -6.828 -0.077 -4.436  N122 1.481, H134 1.095, H135 1.094, H136 1.086
124 C -6.783 -2.590 -4.061  N122 1.483, H137 1.083, H138 1.074, H139 1.094
125 N -3.853 0.129 -4.143  P118 1.705, C126 1.456, C127 1.447
126 C -3.390 0.817 -5.340  N125 1.456, H140 1.090, H141 1.127, H142 1.096
127 C -3.804 0.840 -2.884  N125 1.447, H143 1.119, H144 1.123, H145 1.076
128 H -5.026 -3.723 -1.926  C120 1.106
129 H -5.335 -1.933 -1.727  C120 1.093
130 H -3.813 -2.651 -1.153  C120 1.101
131 H -1.772 -2.673 -3.592  C121 1.115
132 H -2.918 -3.902 -4.256  C121 1.073
133 H -2.548 -3.894 -2.569  C121 1.076
134 H -7.174 -0.162 -5.471  C123 1.095
135 H -7.701 0.020 -3.784  C123 1.094
136 H -6.214 0.818 -4.436  C123 1.086
137 H -6.107 -3.387 -3.778  C124 1.083
138 H -7.479 -2.503 -3.247  C124 1.074
139 H -7.274 -2.928 -4.978  C124 1.094
140 H -3.190 0.014 -6.050  C126 1.090
141 H -4.195 1.475 -5.774  C126 1.127
142 H -2.521 1.453 -5.137  C126 1.096
143 H -4.433 1.764 -2.831  C127 1.119
144 H -2.754 1.219 -2.757  C127 1.123
145 H -3.965 0.109 -2.111  C127 1.076
146 O 2.689 -1.531 4.666  P147 1.498
147 P 2.958 -0.089 4.971  O146 1.498, N148 1.654, N151 1.703, N154 1.634
148 N 1.541 0.762 4.939  P147 1.654, C149 1.459, C150 1.472
149 C 1.471 2.192 5.221  N148 1.459, H157 1.103, H158 1.109, H159 1.093
150 C 0.664 0.378 3.821  N148 1.472, H160 1.087, H161 1.090, H162 1.094
151 N 4.107 0.589 3.912  P147 1.703, C152 1.459, C153 1.440
152 C 4.616 1.942 4.106  N151 1.459, H163 1.095, H164 1.087, H165 1.074
153 C 4.851 -0.336 3.096  N151 1.440, H166 1.089, H167 1.087, H168 1.102
154 N 3.482 0.260 6.479  P147 1.634, C155 1.495, C156 1.504
155 C 4.935 0.068 6.771  N154 1.495, H169 1.113, H170 1.109, H171 1.113
156 C 2.594 0.102 7.682  N154 1.504, H172 1.089, H173 1.112, H174 1.103
157 H 2.295 2.341 5.938  C149 1.103
158 H 0.480 2.474 5.631  C149 1.109
159 H 1.583 2.821 4.334  C149 1.093
160 H -0.320 0.795 4.019  C150 1.087
161 H 0.522 -0.702 3.774  C150 1.090
162 H 0.995 0.722 2.836  C150 1.094
163 H 3.940 2.634 4.619  C152 1.095
164 H 5.493 1.994 4.746  C152 1.087
165 H 4.883 2.410 3.177  C152 1.074
166 H 4.157 -1.138 2.849  C153 1.089
167 H 5.209 0.198 2.219  C153 1.087
168 H 5.740 -0.770 3.581  C153 1.102
169 H 5.240 -0.976 7.008  C155 1.113
170 H 5.534 0.446 5.918  C155 1.109
171 H 5.162 0.694 7.663  C155 1.113
172 H 1.597 0.026 7.251  C156 1.089
173 H 2.642 0.960 8.388  C156 1.112
174 H 2.852 -0.852 8.172  C156 1.103
175 O 2.420 1.279 -0.557  P176 1.494
176 P 0.927 1.242 -0.572  O175 1.494, N177 1.667, N180 1.651, N183 1.667
177 N 0.377 -0.242 -0.048  P176 1.667, C178 1.487, C179 1.483
178 C 1.233 -1.082 0.830  N177 1.487, H186 1.121, H187 1.076, H188 1.099
179 C -1.027 -0.717 -0.105  N177 1.483, H189 1.082, H190 1.089, H191 1.104
180 N 0.032 1.453 -1.943  P176 1.651, C181 1.459, C182 1.500
181 C -0.351 2.758 -2.471  N180 1.459, H192 1.094, H193 1.100, H194 1.087
182 C -0.040 0.362 -2.969  N180 1.500, H195 1.093, H196 1.107, H197 1.100
183 N 0.294 2.475 0.355  P176 1.667, C184 1.443, C185 1.492
184 C -1.084 2.400 0.779  N183 1.443, H198 1.096, H199 1.079, H200 1.117
185 C 1.183 3.370 1.151  N183 1.492, H201 1.100, H202 1.115, H203 1.079
186 H 1.617 -1.962 0.250  C178 1.121
187 H 0.630 -1.447 1.644  C178 1.076
188 H 2.110 -0.534 1.202  C178 1.099
189 H -1.078 -1.723 -0.498  C179 1.082
190 H -1.609 -0.022 -0.710  C179 1.089
191 H -1.464 -0.745 0.908  C179 1.104
192 H 0.145 2.960 -3.424  C181 1.094
193 H -1.440 2.867 -2.579  C181 1.100
194 H -0.022 3.513 -1.761  C181 1.087
195 H 0.425 -0.560 -2.611  C182 1.093
196 H -1.082 0.157 -3.282  C182 1.107
197 H 0.521 0.643 -3.873  C182 1.100
198 H -1.500 3.391 0.993  C184 1.096
199 H -1.599 1.927 -0.043  C184 1.079
200 H -1.045 1.808 1.725  C184 1.117
201 H 1.019 4.439 0.949  C185 1.100
202 H 2.265 3.158 0.984  C185 1.115
203 H 1.054 3.257 2.216  C185 1.079
204 O -3.888 -3.031 5.966  P205 1.501
205 P -2.667 -3.884 6.155  O204 1.501, N206 1.657, N209 1.698, N212 1.663
206 N -1.280 -3.348 5.424  P205 1.657, C207 1.496, C208 1.469
207 C -1.232 -3.266 3.931  N206 1.496, H215 1.101, H216 1.093, H217 1.097
208 C -0.610 -2.173 5.998  N206 1.469, H218 1.092, H219 1.116, H220 1.098
209 N -2.858 -5.318 5.265  P205 1.698, C210 1.467, C211 1.471
210 C -4.258 -5.751 5.310  N209 1.467, H221 1.105, H222 1.110, H223 1.119
211 C -1.793 -6.324 5.126  N209 1.471, H224 1.114, H225 1.093, H226 1.085
212 N -2.268 -4.160 7.746  P205 1.663, C213 1.458, C214 1.471
213 C -1.182 -5.085 8.045  N212 1.458, H227 1.078, H228 1.080, H229 1.101
214 C -3.149 -3.823 8.874  N212 1.471, H230 1.096, H231 1.097, H232 1.105
215 H -1.634 -2.320 3.537  C207 1.101
216 H -1.752 -4.087 3.432  C207 1.093
217 H -0.161 -3.274 3.698  C207 1.097
218 H -0.190 -2.317 6.995  C208 1.092
219 H -1.222 -1.239 5.992  C208 1.116
220 H 0.281 -1.925 5.405  C208 1.098
221 H -4.900 -4.853 5.251  C210 1.105
222 H -4.436 -6.486 4.496  C210 1.110
223 H -4.481 -6.235 6.294  C210 1.119
224 H -1.829 -7.051 5.969  C211 1.114
225 H -1.982 -6.786 4.154  C211 1.093
226 H -0.824 -5.835 5.102  C211 1.085
227 H -0.620 -5.246 7.139  C213 1.078
228 H -0.531 -4.631 8.778  C213 1.080
229 H -1.557 -6.067 8.374  C213 1.101
230 H -2.681 -3.237 9.673  C214 1.096
231 H -3.598 -4.751 9.249  C214 1.097
232 H -3.984 -3.269 8.409  C214 1.105
233 C 1.954 7.343 3.128  S234 1.760, H237 1.098, H238 1.078, H239 1.093
234 S 1.599 5.822 3.940  C233 1.760, O235 1.468, C236 1.791
235 O 2.808 4.991 3.880  S234 1.468
236 C 1.488 6.260 5.673  S234 1.791, H240 1.101, H241 1.097, H242 1.069
237 H 1.836 7.192 2.046  C233 1.098
238 H 3.013 7.497 3.254  C233 1.078
239 H 1.233 8.053 3.540  C233 1.093
240 H 0.537 6.796 5.822  C236 1.101
241 H 2.320 6.829 6.105  C236 1.097
242 H 1.370 5.290 6.106  C236 1.069
243 C 0.073 3.019 -9.911  S244 1.818, H247 1.089, H248 1.108, H249 1.085
244 S 0.619 3.138 -8.181  C243 1.818, O245 1.456, C246 1.772
245 O 1.642 2.125 -7.970  S244 1.456
246 C -0.879 2.626 -7.384  S244 1.772, H250 1.093, H251 1.079, H252 1.099
247 H -0.959 3.362 -9.957  C243 1.089
248 H 0.064 1.984 -10.306  C243 1.108
249 H 0.720 3.618 -10.543  C243 1.085
250 H -1.197 1.648 -7.752  C246 1.093
251 H -1.666 3.300 -7.684  C246 1.079
252 H -0.685 2.615 -6.302  C246 1.099
253 C 2.981 5.914 -1.456  S254 1.736, H257 1.084, H258 1.126, H259 1.074
254 S 1.390 6.600 -1.560  C253 1.736, O255 1.488, C256 1.791
255 O 1.032 7.003 -0.173  S254 1.488
256 C 1.775 8.146 -2.380  S254 1.791, H260 1.114, H261 1.080, H262 1.082
257 H 3.627 6.557 -0.868  C253 1.084
258 H 3.388 5.860 -2.504  C253 1.126
259 H 2.863 4.961 -0.975  C253 1.074
260 H 2.680 8.610 -1.924  C256 1.114
261 H 0.946 8.759 -2.061  C256 1.080
262 H 1.923 7.945 -3.433  C256 1.082
263 C -4.381 5.328 0.569  S264 1.755, H267 1.080, H268 1.086, H269 1.101
264 S -3.819 6.942 0.172  C263 1.755, O265 1.450, C266 1.784
265 O -4.609 7.827 1.007  S264 1.450
266 C -2.201 6.739 0.896  S264 1.784, H270 1.106, H271 1.099, H272 1.090
267 H -3.746 4.621 0.055  C263 1.080
268 H -5.444 5.363 0.354  C263 1.086
269 H -4.146 5.174 1.633  C263 1.101
270 H -2.404 7.045 1.939  C266 1.106
271 H -1.601 7.537 0.435  C266 1.099
272 H -1.720 5.766 0.796  C266 1.090

The HOMO-LUMO gap is 8.518 eV. Its HOMO energy is -8.4 eV. The calculation puts the total energy at -238788.2123 eV. Its charge is 0.